Record 1
Entry from the OMol25 dataset: a molecular structure, C31H55BIrN7 at a distorted geometry (ωB97M-V/def2-TZVPD).

Each line ends with the Löwdin charge.
CARTESIAN COORDINATES (ANGSTROEM)
1 Ir 0.018 0.014 0.489  1.418
2 C -2.717 -4.399 0.642  -0.068
3 C -1.757 -3.215 0.704  -0.370
4 C -0.415 -3.642 1.318  -0.069
5 C -1.529 -2.635 -0.662  -0.251
6 C -1.883 -3.148 -1.904  0.054
7 C -1.380 -2.258 -2.848  -0.174
8 C -1.531 -2.393 -4.333  -0.363
9 C -0.998 -3.751 -4.806  -0.051
10 C -3.008 -2.241 -4.721  -0.045
11 N -0.770 -1.258 -2.183  0.053
12 N -0.880 -1.483 -0.852  -0.044
13 B 0.004 -0.009 -2.696  -0.478
14 N -0.719 1.274 -2.185  0.055
15 N -0.829 1.554 -0.852  -0.032
16 C -1.536 2.683 -0.712  -0.242
17 C -1.899 3.127 -1.981  0.042
18 C -1.370 2.227 -2.888  -0.173
19 C -1.501 2.422 -4.374  -0.339
20 C -0.172 2.871 -4.988  -0.036
21 C -2.122 1.248 -5.132  -0.044
22 C -1.901 3.409 0.553  -0.360
23 C -3.429 3.422 0.707  -0.051
24 C -1.257 2.862 1.816  -0.104
25 N 1.474 -0.086 -2.185  0.051
26 N 1.784 0.049 -0.862  -0.029
27 C 3.112 -0.040 -0.728  -0.246
28 C 3.663 -0.252 -1.990  0.042
29 C 2.611 -0.290 -2.887  -0.173
30 C 2.815 -0.635 -4.339  -0.338
31 C 2.224 -2.010 -4.665  -0.039
32 C 2.354 0.405 -5.360  -0.056
33 C 3.918 0.056 0.536  -0.360
34 C 3.115 0.429 1.771  -0.105
35 C 4.662 -1.266 0.771  -0.051
36 H -2.920 -4.776 1.645  0.084
37 H -3.665 -4.110 0.189  0.087
38 H -2.284 -5.213 0.058  0.087
39 H -2.198 -2.435 1.334  0.127
40 H 0.058 -4.405 0.698  0.093
41 H 0.262 -2.788 1.393  0.035
42 H -0.563 -4.055 2.316  0.077
43 H -2.428 -4.054 -2.106  0.120
44 H -0.966 -1.604 -4.831  0.095
45 H -1.618 -4.561 -4.419  0.083
46 H -1.021 -3.799 -5.895  0.090
47 H 0.026 -3.919 -4.474  0.073
48 H -3.599 -3.051 -4.290  0.085
49 H -3.415 -1.295 -4.365  0.068
50 H -3.115 -2.279 -5.805  0.090
51 H 0.017 -0.003 -3.877  0.095
52 H -2.466 4.012 -2.215  0.127
53 H -2.198 3.256 -4.465  0.135
54 H 0.605 2.133 -4.809  0.036
55 H -0.285 3.004 -6.065  0.092
56 H 0.152 3.820 -4.558  0.091
57 H -1.452 0.391 -5.173  0.047
58 H -3.057 0.939 -4.663  0.083
59 H -2.341 1.558 -6.154  0.091
60 H -1.566 4.440 0.413  0.147
61 H -3.805 2.400 0.790  0.090
62 H -3.716 3.971 1.604  0.085
63 H -3.906 3.894 -0.150  0.077
64 H -1.651 1.868 2.024  0.036
65 H -0.168 2.809 1.726  0.067
66 H -1.499 3.506 2.662  0.091
67 H 4.708 -0.367 -2.224  0.126
68 H 3.900 -0.712 -4.431  0.135
69 H 1.139 -1.980 -4.586  0.045
70 H 2.488 -2.292 -5.685  0.093
71 H 2.603 -2.775 -3.986  0.094
72 H 1.276 0.360 -5.509  0.056
73 H 2.633 1.415 -5.056  0.088
74 H 2.829 0.198 -6.319  0.090
75 H 4.664 0.836 0.361  0.148
76 H 2.433 -0.384 2.026  0.041
77 H 3.785 0.584 2.617  0.089
78 H 2.541 1.348 1.619  0.072
79 H 3.948 -2.083 0.898  0.088
80 H 5.310 -1.505 -0.071  0.077
81 H 5.278 -1.201 1.669  0.085
82 C 0.081 -1.670 4.325  -0.030
83 C -0.204 -0.219 3.861  -0.710
84 C -1.617 0.191 4.361  -0.028
85 C 0.840 0.731 4.501  -0.024
86 N -0.155 -0.162 2.473  0.005
87 H 0.141 -1.685 5.411  0.095
88 H 1.025 -2.023 3.908  0.083
89 H -0.721 -2.333 3.998  0.075
90 H -1.711 -0.085 5.409  0.093
91 H -2.391 -0.319 3.786  0.085
92 H -1.752 1.267 4.268  0.072
93 H 0.626 0.830 5.564  0.095
94 H 0.799 1.715 4.034  0.080
95 H 1.843 0.323 4.383  0.073

Values from the calculation:
<S²>	8.767
charge	+1
E	-46979.38746	eV
multiplicity	6
gap between HOMO and LUMO (alpha / beta)	9.7 / 6.7	eV
highest occupied orbital energy (alpha / beta)	-11.354 / -11.573	eV
relative energy (zero: lowest compared OMol25 entry of this formula, charge and spin)	15.6	kcal/mol



Record 2
Entry from the OMol25 dataset: 5 unconnected molecules or ions with the total composition C34H36BClN3O14PS2 at a distorted geometry (ωB97M-V/def2-TZVPD).

Each line ends with the Löwdin charge.
CARTESIAN COORDINATES (ANGSTROEM)
1 C -0.461 5.480 -5.541  -0.093
2 C -0.359 4.158 -6.462  -0.234
3 N 0.936 3.402 -6.331  -0.097
4 C 1.060 2.712 -5.031  -0.328
5 C 2.559 2.365 -4.560  -0.358
6 P 3.461 1.738 -6.163  0.436
7 S 5.364 1.398 -5.879  0.162
8 B 3.483 3.697 -4.210  -0.571
9 O 4.758 3.638 -3.526  0.063
10 O 3.009 5.041 -4.552  -0.068
11 C 3.669 6.056 -3.740  -0.086
12 C 2.466 1.282 -3.387  -0.229
13 C 1.505 1.574 -2.147  -0.144
14 C 1.427 3.064 -1.565  -0.234
15 N 0.243 3.096 -0.605  -0.015
16 C 2.083 -0.226 -3.918  -0.699
17 Cl 3.618 -1.220 -4.343  0.686
18 N 1.428 -1.071 -2.828  0.107
19 C 2.369 -1.641 -2.092  -0.245
20 O 3.126 -1.870 -1.112  0.090
21 O 1.186 -0.287 -5.037  -0.255
22 S 0.194 1.034 -5.259  0.808
23 O -1.089 0.954 -4.423  -0.335
24 O -0.292 0.969 -6.710  -0.331
25 H 0.543 5.838 -5.106  0.071
26 H -1.202 5.241 -4.684  0.076
27 H -0.970 6.300 -6.187  0.084
28 H -0.462 4.420 -7.585  0.129
29 H -1.203 3.386 -6.253  0.124
30 H 1.693 4.078 -6.512  0.099
31 H 0.422 3.246 -4.215  0.149
32 H 3.401 2.885 -7.057  0.017
33 H 2.752 0.690 -6.826  0.015
34 H 4.701 3.131 -2.684  0.115
35 H 4.687 6.315 -4.217  0.116
36 H 3.728 5.816 -2.622  0.106
37 H 3.034 7.029 -3.825  0.109
38 H 3.544 1.160 -2.958  0.151
39 H 0.400 1.256 -2.340  0.122
40 H 1.888 0.924 -1.258  0.132
41 H 2.358 3.285 -0.900  0.130
42 H 1.229 3.893 -2.333  0.113
43 H -0.061 4.093 -0.647  0.078
44 H 0.573 2.973 0.371  0.035
45 O 1.802 2.270 1.936  0.070
46 C 1.588 1.215 2.512  -0.369
47 C 0.227 0.646 2.591  0.036
48 C -0.006 -0.505 3.222  0.045
49 C 1.087 -1.262 3.868  -0.372
50 O 0.874 -2.315 4.442  0.099
51 C 2.449 -0.693 3.789  0.027
52 C 2.682 0.459 3.158  0.024
53 H -0.563 1.212 2.112  0.104
54 H -0.998 -0.936 3.289  0.103
55 H 3.239 -1.259 4.268  0.123
56 H 3.673 0.890 3.090  0.122
57 O -3.183 -2.017 2.750  0.088
58 C -3.395 -3.071 3.325  -0.377
59 C -4.756 -3.642 3.404  0.020
60 C -4.988 -4.794 4.035  0.020
61 C -3.894 -5.549 4.682  -0.377
62 O -4.107 -6.602 5.257  0.100
63 C -2.532 -4.979 4.604  0.032
64 C -2.301 -3.826 3.972  0.035
65 H -5.546 -3.077 2.924  0.120
66 H -5.979 -5.226 4.103  0.120
67 H -1.741 -5.545 5.084  0.080
68 H -1.310 -3.394 3.904  0.096
69 O 1.743 -9.768 9.340  0.107
70 C 1.165 -9.151 8.464  -0.387
71 C 1.786 -7.978 7.813  0.023
72 C 1.151 -7.302 6.855  0.028
73 C -0.199 -7.697 6.403  -0.355
74 O -0.778 -7.080 5.526  0.078
75 C -0.821 -8.869 7.053  0.032
76 C -0.186 -9.546 8.011  0.024
77 H 2.776 -7.703 8.156  0.123
78 H 1.590 -6.440 6.368  0.124
79 H -1.811 -9.144 6.710  0.127
80 H -0.625 -10.407 8.498  0.124
81 O -2.975 0.957 1.414  0.094
82 C -3.710 1.734 0.832  -0.375
83 C -5.054 2.058 1.355  0.023
84 C -5.859 2.908 0.715  0.020
85 C -5.441 3.563 -0.543  -0.389
86 O -6.176 4.340 -1.125  0.100
87 C -4.097 3.238 -1.065  0.023
88 C -3.293 2.389 -0.425  0.023
89 H -5.345 1.570 2.278  0.122
90 H -6.847 3.156 1.084  0.121
91 H -3.806 3.726 -1.987  0.120
92 H -2.304 2.140 -0.792  0.100

Values from the calculation:
charge	0
E	-113127.05104	eV
gap between HOMO and LUMO	7.0	eV
highest occupied orbital energy	-8.761	eV
SMILES	CCN[C@@H]1[C@@]([PH2]=S)(B(O)OC)[C@@H](CCN)[C@@](Cl)(N=C=O)OS1(=O)=O.O=C1C=CC(=O)C=C1.O=C1C=CC(=O)C=C1.O=C1C=CC(=O)C=C1.O=C1C=CC(=O)C=C1
relative energy (zero: lowest compared OMol25 entry of this formula, charge and spin)	111.8	kcal/mol



> Which value of E does entry 1 give?

-46979.38746 eV



> Look up the charge of the second one.

0